Entry 1:
{
  "formula": "C4H12Cl3MgO2",
  "method": "ωB97M-V/def2-TZVPD",
  "species": ["Mg", "Cl", "Cl", "Cl", "C", "C", "O", "H", "H", "H", "H", "H", "H", "C", "C", "O", "H", "H", "H", "H", "H", "H"],
  "coordinates": [[-14.406, 9.746, 1.010], [-16.724, 9.444, 0.426], [-13.590, 9.282, 3.168], [-13.294, 10.946, -0.526], [-12.636, 6.383, -1.234], [-13.779, 7.358, -1.080], [-13.911, 7.792, 0.310], [-11.775, 6.793, -0.710], [-12.400, 6.316, -2.296], [-12.973, 5.439, -0.806], [-14.773, 6.972, -1.346], [-13.766, 8.273, -1.675], [-14.058, 6.952, 0.760], [-14.587, 14.062, 1.091], [-14.425, 13.188, 2.317], [-15.211, 11.983, 2.237], [-14.030, 13.758, 0.212], [-14.201, 15.059, 1.380], [-15.634, 14.333, 0.925], [-14.715, 13.753, 3.213], [-13.391, 12.858, 2.438], [-16.112, 12.328, 2.264]],
  "atomic_forces_ev_per_a": [[-0.9, -0.2, 0.7], [0.2, 0.0, 0.1], [0.0, -0.1, -0.1], [0.5, 0.3, -0.4], [-0.6, 0.8, -0.1], [-1.5, 1.2, 0.3], [0.5, -0.9, -1.0], [0.1, -0.2, 0.1], [0.1, -0.4, 0.0], [0.5, -0.2, -0.1], [0.3, -0.5, -0.1], [0.8, 0.0, 0.2], [-0.1, 0.5, 0.7], [0.3, 1.6, 0.9], [0.1, -0.7, -0.2], [0.1, 0.9, 0.1], [-0.4, -0.4, -0.1], [0.3, -0.2, -0.1], [-0.1, -0.6, -0.4], [0.1, -0.1, 0.0], [-0.1, 0.1, 0.0], [-0.1, -0.7, -0.2]],
  "charge": -1,
  "fmax_ha_per_bohr": 0.037,
  "e_homo_ha": -0.206,
  "e_lumo_ev": 3.2
}

Entry 2:
{
  "formula": "C4H12ClN2Si",
  "method": "ωB97M-V/def2-TZVPD",
  "species": ["C", "C", "C", "C", "N", "N", "Si", "Cl", "H", "H", "H", "H", "H", "H", "H", "H", "H", "H", "H", "H"],
  "coordinates": [[0.254, -0.284, 0.053], [0.243, -2.415, -0.842], [1.938, 1.471, -0.337], [-1.024, 0.377, -0.390], [0.865, -1.382, -0.017], [1.091, 0.805, 0.661], [-2.852, -0.460, -0.352], [-0.664, 0.964, -2.130], [1.051, -2.867, -1.384], [-0.515, -2.114, -1.554], [-0.344, -3.121, -0.171], [2.277, 2.457, 0.107], [2.809, 0.740, -0.405], [1.254, 1.621, -1.268], [-1.191, 1.254, 0.240], [1.739, 0.550, 1.409], [0.559, 1.521, 1.036], [-2.834, -1.517, -1.395], [-3.883, 0.558, -0.390], [-3.015, -1.342, 0.770]],
  "atomic_forces_ev_per_a": [[0.7, -0.1, 0.8], [-1.1, -1.0, 1.3], [1.1, 0.5, -1.5], [-1.1, -0.6, -1.0], [-1.5, 1.2, -0.8], [1.4, -0.8, 0.7], [1.4, -1.1, -0.9], [-1.0, -0.3, 0.8], [0.2, -0.7, 0.0], [0.0, 0.8, -0.2], [1.3, 0.4, -0.7], [-0.3, -1.2, -0.7], [-1.0, 1.3, -0.8], [2.1, -0.2, 1.6], [0.2, 0.2, -0.4], [-0.4, -0.9, 0.1], [-1.9, 1.5, 1.1], [-0.1, 0.6, -0.3], [0.0, 0.4, -0.2], [0.1, 0.0, 1.1]],
  "charge": 1,
  "fmax_ha_per_bohr": 0.052,
  "e_homo_ha": -0.537,
  "e_lumo_ev": -4.0
}

Entry 3:
{
  "formula": "C4H12F6NO2PS",
  "method": "ωB97M-V/def2-TZVPD",
  "species": ["C", "C", "O", "C", "C", "O", "S", "N", "H", "H", "H", "H", "H", "H", "H", "H", "H", "H", "H", "H", "F", "P", "F", "F", "F", "F", "F"],
  "coordinates": [[1.352, -0.166, -0.210], [0.907, -1.410, 0.520], [-0.136, -2.113, -0.171], [-1.336, -1.422, -0.057], [-2.411, -2.249, -0.721], [-3.778, -1.843, -0.362], [-3.969, -0.278, -0.200], [-4.289, -0.010, 1.400], [1.362, -0.303, -1.285], [0.638, 0.624, 0.008], [2.292, 0.207, 0.164], [1.707, -2.117, 0.692], [0.546, -1.116, 1.509], [-1.219, -0.472, -0.581], [-1.564, -1.264, 1.006], [-2.315, -3.276, -0.399], [-2.284, -2.234, -1.795], [-5.194, -0.077, -0.745], [-4.417, -0.916, 1.852], [-3.473, 0.444, 1.806], [3.805, 1.708, -1.533], [3.951, 2.860, -0.352], [5.398, 2.087, -0.189], [2.286, 2.795, -0.301], [3.695, 2.432, 1.231], [3.712, 3.947, -1.567], [4.735, 4.163, 0.279]],
  "atomic_forces_ev_per_a": [[-0.7, 0.1, 0.3], [0.4, 0.2, 0.1], [-0.3, -0.5, 0.2], [0.4, 0.2, -0.2], [0.9, -0.6, -0.2], [-0.4, 0.7, -0.1], [0.4, 0.5, 0.1], [0.4, -0.4, -0.5], [0.4, -0.1, -0.2], [0.0, 0.3, -0.1], [0.4, 0.0, -0.1], [0.1, -0.3, -0.3], [-0.1, -0.1, 0.2], [-0.3, 0.4, 0.2], [-0.2, 0.2, 0.1], [-0.3, -0.2, 0.2], [-0.3, 0.1, -0.3], [-0.1, -0.7, 0.3], [-0.5, 0.2, 0.2], [0.0, 0.1, 0.1], [-0.7, -0.4, 0.5], [0.2, 0.3, 0.1], [0.2, 0.7, -0.3], [-0.1, 0.7, -0.1], [0.3, -0.9, -0.3], [0.6, -0.6, -0.4], [-0.7, 0.0, 0.5]],
  "charge": 0,
  "fmax_ha_per_bohr": 0.021,
  "e_homo_ha": -0.355,
  "e_lumo_ev": -2.3
}

Entry 4:
{
  "formula": "C4H12FK3O2",
  "method": "ωB97M-V/def2-TZVPD",
  "species": ["K", "K", "K", "F", "C", "C", "O", "H", "H", "H", "H", "H", "H", "C", "C", "O", "H", "H", "H", "H", "H", "H"],
  "coordinates": [[4.936, 23.617, -18.154], [6.243, 18.850, -22.608], [0.077, 24.398, -22.098], [2.300, 20.510, -20.509], [3.024, 13.791, -17.195], [3.507, 15.108, -17.749], [2.651, 16.189, -17.244], [2.006, 13.468, -17.416], [3.161, 13.847, -16.116], [3.630, 12.916, -17.430], [3.482, 15.141, -18.838], [4.462, 15.227, -17.236], [2.485, 16.844, -17.926], [-4.729, 19.266, -19.384], [-3.307, 19.713, -19.066], [-2.795, 20.109, -20.288], [-5.126, 18.708, -18.536], [-4.685, 18.568, -20.219], [-5.324, 20.129, -19.682], [-2.628, 18.949, -18.685], [-3.202, 20.583, -18.418], [-1.851, 20.067, -20.118]],
  "atomic_forces_ev_per_a": [[-0.2, -0.2, 0.1], [-0.3, -0.1, 0.0], [-0.2, -0.3, 0.0], [0.5, 0.6, -0.1], [-0.2, -0.8, 0.7], [-1.1, 0.5, 0.8], [0.4, -0.7, -0.1], [-0.1, 0.5, -0.1], [-0.5, 0.1, 0.2], [0.4, 0.3, -0.6], [0.6, 0.0, 0.0], [0.5, 0.4, -0.9], [0.1, -0.1, -0.1], [0.6, -0.4, 0.8], [-0.8, -0.1, 0.3], [1.6, 0.6, -1.6], [-0.5, 0.3, 0.0], [0.1, 0.1, 0.0], [-0.2, -0.2, 0.2], [-0.5, -0.5, 0.4], [-0.6, -0.1, 0.7], [0.4, 0.2, -0.8]],
  "charge": 2,
  "fmax_ha_per_bohr": 0.046,
  "e_homo_ha": -0.454,
  "e_lumo_ev": -6.4
}

Entry 5:
{
  "formula": "C4H12IO4",
  "method": "ωB97M-V/def2-TZVPD",
  "species": ["I", "C", "C", "O", "O", "H", "H", "H", "H", "H", "H", "C", "C", "O", "O", "H", "H", "H", "H", "H", "H"],
  "coordinates": [[-9.355, 13.187, -10.445], [-11.798, 17.953, -10.209], [-11.997, 16.509, -9.680], [-11.866, 15.589, -10.746], [-10.473, 18.299, -10.598], [-11.935, 18.588, -9.333], [-12.559, 18.268, -10.922], [-12.955, 16.341, -9.188], [-11.194, 16.317, -8.969], [-11.058, 15.084, -10.629], [-10.351, 17.937, -11.479], [-6.598, 13.520, -15.306], [-7.074, 13.586, -13.828], [-7.844, 12.463, -13.543], [-5.789, 12.390, -15.578], [-6.030, 14.424, -15.526], [-7.444, 13.553, -15.992], [-7.632, 14.513, -13.691], [-6.232, 13.595, -13.136], [-8.110, 12.581, -12.628], [-5.336, 12.529, -16.413]],
  "atomic_forces_ev_per_a": [[0.1, 0.1, 0.1], [-0.3, 0.2, 1.9], [1.2, 0.2, -1.3], [-0.8, 0.5, -0.2], [-0.5, -0.5, -0.5], [-0.3, 0.2, 0.2], [0.1, -0.3, -0.4], [-0.2, 0.4, 0.0], [0.0, 0.1, 0.3], [0.5, -0.6, 0.0], [0.3, -0.2, -0.1], [-0.1, 0.6, 0.6], [0.7, -0.5, -1.2], [-0.1, -0.2, -0.6], [0.1, -0.4, 0.3], [0.2, 0.3, 0.2], [-0.4, -0.2, 0.1], [-0.1, 0.2, -0.1], [0.5, 0.3, -0.2], [-0.6, -0.2, 0.7], [-0.1, 0.0, 0.0]],
  "charge": -1,
  "fmax_ha_per_bohr": 0.038,
  "e_homo_ha": -0.152,
  "e_lumo_ev": 3.0
}

Entry 6:
{
  "formula": "C4H12IO4",
  "method": "ωB97M-V/def2-TZVPD",
  "species": ["I", "C", "C", "O", "O", "H", "H", "H", "H", "H", "H", "C", "C", "O", "O", "H", "H", "H", "H", "H", "H"],
  "coordinates": [[2.014, 2.605, -2.406], [0.398, -3.986, -4.563], [0.287, -2.995, -5.738], [1.395, -2.132, -5.806], [0.016, -3.179, -3.482], [1.355, -4.507, -4.595], [-0.291, -4.818, -4.710], [-0.650, -2.450, -5.622], [0.254, -3.453, -6.727], [1.121, -1.301, -5.409], [0.561, -2.389, -3.500], [-0.812, 2.801, 6.174], [-0.450, 2.371, 4.751], [0.578, 3.266, 4.180], [-1.632, 3.941, 6.256], [0.125, 3.171, 6.588], [-1.195, 2.043, 6.858], [-1.267, 2.247, 4.040], [0.034, 1.422, 4.979], [0.350, 3.382, 3.255], [-2.190, 3.962, 5.475]],
  "atomic_forces_ev_per_a": [[-0.1, -0.1, 0.0], [-0.8, 0.9, -2.0], [0.0, -1.3, -1.1], [0.1, 0.6, 0.5], [0.3, -1.0, 1.4], [0.6, 0.6, 0.7], [-0.6, 0.3, 0.3], [0.0, 0.0, 0.1], [-0.1, -0.5, 0.0], [0.4, 0.3, 0.0], [0.2, 0.1, 0.2], [0.7, 1.4, -0.4], [1.5, 0.2, 0.7], [-1.4, -0.8, 0.8], [-0.8, 0.5, -0.2], [0.3, -0.4, 0.1], [-0.1, -0.6, -0.5], [-0.2, 0.0, 0.2], [0.0, -0.4, -0.7], [0.2, 0.1, -0.1], [-0.1, 0.1, 0.0]],
  "charge": -1,
  "fmax_ha_per_bohr": 0.046,
  "e_homo_ha": -0.127,
  "e_lumo_ev": 2.6
}

Entry 7:
{
  "formula": "C4H12KO4",
  "method": "ωB97M-V/def2-TZVPD",
  "species": ["K", "C", "C", "O", "O", "H", "H", "H", "H", "H", "H", "C", "C", "O", "O", "H", "H", "H", "H", "H", "H"],
  "coordinates": [[8.089, 12.775, -0.415], [6.163, 9.679, 0.629], [5.678, 8.989, 1.880], [4.283, 9.258, 2.097], [6.212, 11.098, 0.723], [5.542, 9.409, -0.235], [7.161, 9.303, 0.377], [6.195, 9.370, 2.764], [5.859, 7.912, 1.859], [3.802, 8.664, 1.508], [5.371, 11.414, 1.083], [6.620, 15.114, 1.434], [6.073, 16.345, 2.143], [6.961, 17.439, 2.112], [6.570, 15.226, 0.004], [6.008, 14.267, 1.753], [7.651, 14.942, 1.766], [5.791, 16.098, 3.167], [5.087, 16.558, 1.703], [6.979, 17.798, 1.220], [6.838, 16.122, -0.227]],
  "atomic_forces_ev_per_a": [[-0.3, 0.1, 0.1], [0.1, -0.8, -0.6], [-0.6, 0.3, 0.5], [0.5, -0.1, -0.3], [0.2, 0.5, 0.1], [-0.1, -0.1, 0.2], [0.1, 0.3, 0.2], [0.0, 0.1, -0.1], [0.1, 0.0, -0.3], [-0.2, 0.2, 0.2], [0.0, -0.2, 0.0], [-0.1, 0.3, 0.6], [-0.7, -0.4, -0.3], [-0.1, -0.2, 0.0], [0.2, -0.4, 0.2], [0.0, -0.1, -0.4], [0.0, 0.0, 0.0], [0.6, 0.1, 0.2], [0.2, 0.3, -0.3], [-0.1, 0.3, 0.1], [0.0, -0.1, -0.1]],
  "charge": 1,
  "fmax_ha_per_bohr": 0.019,
  "e_homo_ha": -0.500,
  "e_lumo_ev": -3.6
}

Entry 8:
{
  "formula": "C4H12N2",
  "method": "ωB97M-V/def2-TZVPD",
  "species": ["C", "C", "N", "H", "H", "H", "H", "H", "H", "H", "C", "C", "N", "H", "H", "H", "H", "H"],
  "coordinates": [[-2.661, 1.140, 1.286], [-1.212, 1.283, 1.153], [-0.724, 1.721, 2.534], [-3.199, 2.101, 1.658], [-3.009, 0.770, 0.365], [-3.025, 0.606, 2.213], [-0.626, 0.367, 0.771], [-1.039, 2.135, 0.450], [-0.494, 0.976, 3.250], [0.289, 2.023, 2.298], [0.904, -2.363, -2.332], [1.308, -1.121, -1.831], [2.628, -1.010, -1.367], [1.480, -2.845, -3.159], [-0.097, -2.765, -2.115], [0.474, -0.434, -1.709], [2.973, -1.561, -0.584], [2.914, 0.015, -1.255]],
  "atomic_forces_ev_per_a": [[-2.4, 1.1, 2.8], [2.1, -0.1, 1.5], [3.4, 0.3, -0.8], [1.2, -0.8, -1.6], [-1.3, -0.5, -0.9], [0.8, -0.8, -1.3], [-1.2, 1.2, 0.4], [0.3, -0.7, 0.6], [-0.9, 0.4, -1.6], [-1.9, -0.2, 0.8], [0.4, 0.4, -0.5], [-0.8, -2.7, -0.6], [0.6, 3.7, -1.0], [-0.1, -0.1, 1.3], [0.1, 0.5, -0.6], [0.6, 0.6, 1.1], [-0.5, -0.5, 0.3], [-0.4, -1.8, 0.1]],
  "charge": -1,
  "fmax_ha_per_bohr": 0.075,
  "spin_multiplicity": 2,
  "e_homo_ha": [0.032, -0.111],
  "e_lumo_ev": [3.7, 3.6]
}

Entry 9:
{
  "formula": "C4H12N2",
  "method": "ωB97M-V/def2-TZVPD",
  "species": ["C", "N", "C", "C", "C", "N", "H", "H", "H", "H", "H", "H", "H", "H", "H", "H", "H", "H"],
  "coordinates": [[1.166, 1.205, -0.223], [2.547, 1.467, -0.144], [1.136, -0.343, -0.132], [-0.200, -0.967, -0.101], [-0.791, -1.290, 1.246], [-2.160, 0.409, -0.811], [0.713, 1.537, -1.181], [0.593, 1.602, 0.624], [2.844, 2.444, -0.205], [-3.074, 0.118, -1.145], [1.673, -0.556, 0.809], [1.739, -0.775, -0.930], [-0.240, -1.787, -0.816], [-1.246, -0.219, -0.516], [-1.765, -1.763, 1.142], [-0.142, -1.999, 1.770], [-1.887, 1.303, -1.223], [-0.906, -0.385, 1.836]],
  "atomic_forces_ev_per_a": [[1.5, -0.2, -0.3], [0.3, 0.0, 0.7], [-1.0, -0.3, 0.3], [3.1, -2.5, 1.0], [-0.5, 0.3, -0.5], [0.5, 1.2, 0.7], [-0.3, 0.5, 0.2], [-0.3, -0.2, 0.1], [-0.7, 0.0, -0.6], [0.7, -0.8, 0.0], [0.0, 0.2, 0.0], [-0.1, 0.3, -0.2], [-0.6, 0.1, -0.1], [-2.8, 1.6, -1.5], [-0.1, 0.0, 0.0], [0.2, 0.2, 0.0], [0.2, -0.6, 0.0], [0.1, 0.1, 0.2]],
  "charge": 0,
  "fmax_ha_per_bohr": 0.079,
  "e_homo_ha": -0.248,
  "e_lumo_ev": -2.6
}

Entry 10:
{
  "formula": "C4H12N2",
  "method": "ωB97M-V/def2-TZVPD",
  "species": ["C", "C", "N", "C", "H", "H", "H", "H", "H", "H", "H", "C", "N", "H", "H", "H", "H", "H"],
  "coordinates": [[1.130, -1.253, 0.891], [0.462, -0.278, -0.058], [0.718, 1.676, 0.855], [0.928, -0.223, -1.334], [1.581, 1.529, 1.374], [0.839, 2.175, -0.024], [0.640, -1.257, 1.868], [1.086, -2.271, 0.497], [2.186, -0.996, 1.024], [1.714, -0.885, -1.677], [0.499, 0.441, -2.075], [-2.062, 0.186, -0.719], [-1.095, -0.274, 0.249], [-1.419, -0.983, 0.898], [-0.238, 1.433, 1.165], [-3.045, -0.260, -0.538], [-1.743, -0.034, -1.749], [-2.181, 1.273, -0.647]],
  "atomic_forces_ev_per_a": [[0.1, 0.4, 0.3], [-3.3, -3.5, -1.5], [0.0, 0.8, 0.2], [-0.6, 0.4, 0.3], [-1.0, 0.2, 0.0], [-0.3, -0.3, 0.7], [0.1, 0.1, 0.0], [-0.1, 0.1, -0.1], [-0.2, 0.0, 0.0], [0.4, 0.5, 0.4], [-0.2, -0.3, -0.1], [0.5, 0.2, -0.2], [2.6, 0.8, 0.2], [0.6, 0.1, -0.4], [1.4, 0.5, 0.0], [0.2, 0.0, 0.0], [-0.1, -0.1, 0.1], [-0.1, 0.0, -0.1]],
  "charge": 0,
  "fmax_ha_per_bohr": 0.098,
  "e_homo_ha": -0.261,
  "e_lumo_ev": 1.0
}

> What is the formula in the tenth record?

C4H12N2

> Number 7 is which compound?

C4H12KO4